(1)
{
  "formula": "C11H11N3",
  "method": "wB97M-V/def2-TZVPD",
  "e_lumo_ev": -0.19,
  "gap_ev": 7.7,
  "largest_force_ev_per_a": 3.995,
  "smiles": "CC(C)=C1C=CC=C[C@H]1N1N=C1C#N",
  "charge": 0,
  "homo_energy_ev": -7.878,
  "molar_mass_da": 185.2,
  "symbols": ["C", "C", "C", "C", "C", "C", "C", "C", "C", "C", "C", "N", "N", "N", "H", "H", "H", "H", "H", "H", "H", "H", "H", "H", "H"],
  "xyz": [[0.1562, 4.0478, 0.9769], [1.9286, 1.2034, 2.1484], [0.7714, 0.6870, 2.5048], [2.3068, 0.9559, 0.8096], [-0.2891, 0.4482, 1.5411], [1.5348, 0.3557, -0.0622], [0.1593, 0.0908, 0.2126], [-0.6097, 2.8839, 0.9583], [-2.1871, -0.2669, -0.7206], [-0.1819, -0.9175, -2.0858], [-0.7046, -0.3240, -0.8026], [0.7179, 5.0220, 1.0903], [-1.1684, 2.2452, 0.0294], [-1.1643, 1.6801, 1.3874], [2.5965, 1.6751, 2.8038], [0.5756, 0.5608, 3.4969], [3.2850, 1.2376, 0.5345], [-1.1416, -0.2472, 1.7497], [1.9515, 0.1000, -1.0447], [-2.6631, 0.5982, -1.3225], [-2.6620, -1.1051, -1.0547], [-2.4504, 0.0211, 0.3088], [-0.7642, -1.7819, -2.3889], [-0.0004, -0.2520, -2.8988], [0.9203, -1.2012, -1.9286]],
  "forces_ev_per_angstrom": [[-0.8804, -1.5109, 0.8912], [-0.5714, -0.5954, -0.5313], [-0.3494, 0.3910, 0.2064], [1.3674, 1.1909, -0.3607], [-2.5836, -0.6262, -0.8968], [0.0071, -1.0430, -2.1221], [-0.6815, -1.4570, -3.0097], [-0.1150, -0.8263, -2.3731], [0.3163, 3.7861, 1.2349], [2.7921, -0.3638, 1.1133], [1.1349, 0.2524, 0.3951], [1.3291, 2.1330, 0.0308], [0.1705, 1.5247, -0.9515], [-0.9490, 0.0075, 3.0669], [0.8776, 0.1690, 1.0415], [-0.9365, 0.0547, 2.6646], [1.0636, 0.2023, -0.4252], [1.2467, 0.1362, 0.9004], [-0.2240, 0.2544, 0.4870], [1.1779, -1.1052, 0.6206], [-1.1833, -2.5289, -0.6759], [-0.4527, -0.5300, -0.3278], [-0.0060, 0.0069, -0.1104], [-0.8216, 0.8779, -0.7980], [-1.7289, -0.4003, -0.0703]]
}

(2)
{
  "formula": "C11H11N3",
  "method": "wB97M-V/def2-TZVPD",
  "e_lumo_ev": [-0.79, -0.79],
  "gap_ev": [6.8, 6.8],
  "largest_force_ev_per_a": 3.765,
  "charge": 0,
  "homo_energy_ev": [-7.602, -7.600],
  "molar_mass_da": 185.2,
  "symbols": ["C", "C", "C", "C", "C", "C", "C", "C", "C", "C", "C", "N", "N", "N", "H", "H", "H", "H", "H", "H", "H", "H", "H", "H", "H"],
  "xyz": [[1.6089, -1.5850, 1.3284], [-0.1528, -2.4832, -0.2917], [-2.9635, 0.5221, 0.6940], [-1.8236, 1.0633, 1.4036], [-2.9021, 0.0522, -0.5472], [-0.6881, 1.1462, 0.7122], [-1.6342, -0.1539, -1.1546], [-0.5595, 0.3776, -0.5183], [2.4935, 1.3495, 0.0903], [1.0796, -1.8936, 0.0725], [0.6790, 0.1343, -1.2185], [2.0277, -1.3057, 2.3799], [-1.1695, -2.9096, -0.6475], [1.9122, 0.6911, -1.0563], [-3.8059, 0.3150, 1.3034], [-1.7995, 1.3837, 2.4200], [-3.7347, -0.5315, -0.8609], [0.2025, 1.6079, 1.2362], [-1.5296, -0.7285, -2.0309], [2.8474, 0.6908, 0.9323], [3.3082, 1.9732, -0.2897], [1.6460, 2.1295, 0.4603], [1.9480, -1.8762, -0.6499], [0.3692, -0.5594, -2.0352], [2.6406, 0.5900, -1.7325]],
  "forces_ev_per_angstrom": [[-0.7197, -0.0161, 1.7547], [1.0632, -0.3161, 0.7627], [1.1721, 0.9378, 3.2126], [-1.7354, -0.2901, -1.3652], [1.0249, -1.8001, -1.1504], [2.7282, -0.6384, -0.3197], [-1.9974, 1.0548, 1.1503], [1.6809, 2.4218, 0.7156], [-2.2396, 2.5214, 1.6730], [1.2917, 0.3395, -2.1462], [1.0123, -0.8245, 1.1213], [-0.2006, -0.1025, -0.9681], [0.0226, 0.1395, -0.0343], [-1.1610, -0.5330, -0.8048], [-1.0775, 0.2152, 0.1652], [-0.6416, 0.2612, 0.4916], [-0.6174, -0.0044, -0.7477], [-1.2692, -0.9103, -0.9138], [-0.0509, -0.4401, -0.8859], [-0.6307, 0.5307, -1.0134], [-0.0350, -0.2239, 0.2082], [2.5309, -1.7710, -0.4816], [-1.4494, -0.6924, 0.4300], [1.6875, 0.9579, -0.0213], [-0.3889, -0.8169, -0.8328]]
}

(3)
{
  "formula": "C11H11N3OS",
  "method": "wB97M-V/def2-TZVPD",
  "e_lumo_ev": 0.12,
  "gap_ev": 9.2,
  "largest_force_ev_per_a": 1.389,
  "smiles": "Cc1cccc(CSc2nncc(=O)[nH]2)c1",
  "charge": 0,
  "homo_energy_ev": -9.122,
  "molar_mass_da": 233.3,
  "symbols": ["C", "C", "C", "C", "C", "C", "C", "H", "H", "H", "C", "H", "H", "S", "C", "N", "N", "C", "C", "O", "N", "H", "H", "H", "H", "H", "H"],
  "xyz": [[-4.4091, -1.4182, 0.7526], [-3.3832, -0.4937, 0.1724], [-2.0827, -0.4774, 0.6538], [-1.1324, 0.3898, 0.1291], [-1.4893, 1.2476, -0.9030], [-2.7843, 1.2404, -1.3898], [-3.7238, 0.3774, -0.8566], [-4.7334, 0.3753, -1.2412], [-3.0611, 1.9107, -2.1899], [-0.7546, 1.9201, -1.3208], [0.2651, 0.3804, 0.6534], [0.7654, 1.3406, 0.5455], [0.3128, 0.0508, 1.6901], [1.2817, -0.8124, -0.3168], [2.8748, -0.1776, -0.0309], [3.0327, 0.8925, 0.6893], [4.2601, 1.3622, 0.8932], [5.2923, 0.7744, 0.3994], [5.2363, -0.4312, -0.4232], [6.1540, -1.0354, -0.9225], [3.9106, -0.8516, -0.5941], [3.7432, -1.6811, -1.1539], [6.2570, 1.2097, 0.6107], [-1.8011, -1.1503, 1.4518], [-4.9594, -1.9242, -0.0383], [-3.9452, -2.1651, 1.3915], [-5.1263, -0.8537, 1.3484]],
  "forces_ev_per_angstrom": [[-0.0429, 0.0409, 0.0163], [-0.0029, 0.0021, -0.0474], [0.0121, 0.0973, -0.0926], [-0.0644, -0.0684, -0.1144], [0.0373, -0.0298, 0.0735], [-0.0113, 0.0477, -0.0535], [0.0432, -0.0393, 0.0446], [-0.1136, -0.0008, -0.0459], [-0.0256, 0.0608, -0.0663], [0.0930, 0.0684, -0.0391], [0.4332, -0.1652, -0.0617], [-0.0868, -0.0480, 0.1065], [-0.0020, 0.1530, -0.0095], [-0.3798, -0.0289, -0.1026], [0.1095, 0.2489, 0.2017], [-1.3015, -0.4599, -0.1516], [1.2014, 0.4856, 0.2164], [0.1313, -0.0456, -0.0463], [-0.4265, -0.1725, -0.0888], [0.2025, 0.0114, -0.0088], [0.0794, 0.0392, 0.0176], [0.1116, 0.1029, 0.0690], [0.1322, -0.0257, -0.0340], [0.0276, -0.0857, 0.1126], [-0.0601, -0.0743, -0.0017], [-0.0231, -0.0741, 0.0474], [-0.0738, -0.0400, 0.0588]]
}

(4)
{
  "formula": "C11H11NO",
  "method": "wB97M-V/def2-TZVPD",
  "e_lumo_ev": 0.64,
  "gap_ev": 9.6,
  "largest_force_ev_per_a": 4.943,
  "smiles": "[H]/N=C1/CC(=O)[C@@]1(C)c1ccccc1",
  "charge": 0,
  "homo_energy_ev": -8.990,
  "molar_mass_da": 173.2,
  "symbols": ["C", "C", "C", "C", "C", "C", "C", "C", "C", "C", "C", "N", "O", "H", "H", "H", "H", "H", "H", "H", "H", "H", "H", "H"],
  "xyz": [[-3.1761, 0.3807, -0.0891], [-2.4831, 1.1724, 0.8117], [-2.4329, -0.4277, -0.9530], [-1.0772, 1.1210, 0.8107], [-1.0454, -0.4213, -1.0489], [-0.3429, 0.2966, -0.1067], [1.4044, -1.1986, 0.8879], [1.7059, -0.6239, -1.2248], [1.6885, -1.9129, -0.3872], [1.1740, 0.1513, -0.0465], [1.8620, 1.4953, 0.1973], [1.4581, -1.4613, 2.0774], [1.9838, -0.3215, -2.3456], [-4.1726, 0.4335, -0.2892], [-2.9885, 1.8668, 1.4057], [-3.0324, -0.9763, -1.7556], [-0.4504, 1.7335, 1.3870], [-0.5643, -1.0438, -1.8436], [2.5335, -2.4684, -0.5552], [0.7988, -2.4961, -0.5379], [1.7119, 1.5769, 1.2472], [1.2393, 2.3146, -0.2394], [2.8344, 1.5046, -0.1031], [1.3713, -0.6956, 2.7009]],
  "forces_ev_per_angstrom": [[3.4340, -0.6406, -0.3303], [1.7292, -0.6808, -0.9962], [-1.4620, -0.3752, -2.0026], [-0.0005, -1.5393, -1.7170], [-0.7325, -1.0979, -0.2538], [-0.4502, 0.6089, 0.4915], [1.3299, 3.4346, -3.2961], [-1.2901, -0.7956, 1.2794], [-1.3304, -0.0489, -0.6649], [-0.7475, 1.0723, 0.5588], [-4.0017, -0.2187, 0.6782], [0.4876, -1.8158, 1.3141], [0.3477, -0.1428, 0.0267], [-2.7538, 0.1892, 0.1187], [-0.6331, 0.9169, 1.0127], [0.9769, 0.6139, 1.2229], [0.2047, 0.9039, 1.1970], [-0.4409, 0.7280, 0.8438], [2.0701, -1.8192, 0.2346], [-0.3869, -0.6187, -0.8554], [0.6732, 0.7514, 1.1809], [0.8029, -0.6212, -0.0012], [2.6985, 0.1856, -0.6600], [-0.5249, 1.0099, 0.6181]]
}

(5)
{
  "formula": "C11H11NO",
  "method": "wB97M-V/def2-TZVPD",
  "e_lumo_ev": -0.53,
  "gap_ev": 8.5,
  "largest_force_ev_per_a": 4.080,
  "smiles": "O=C1CCCC(c2ccccc2)=N1",
  "charge": 0,
  "homo_energy_ev": -9.079,
  "molar_mass_da": 173.2,
  "symbols": ["C", "C", "C", "C", "C", "C", "C", "C", "C", "C", "C", "H", "H", "H", "H", "H", "H", "H", "H", "H", "H", "H", "N", "O"],
  "xyz": [[-2.5378, -1.1086, -0.2037], [-2.9259, 0.0395, 0.7455], [-2.1904, 1.3825, 0.5276], [-1.1834, 1.2627, -0.6791], [-0.5258, -0.0457, -0.5404], [0.8906, -0.2023, -0.3915], [1.7932, 0.9204, -0.5051], [3.1356, 0.6289, -0.1558], [3.5522, -0.6030, 0.2960], [2.6600, -1.7027, 0.2549], [1.3988, -1.5235, -0.2289], [-4.0284, 0.1917, 0.5889], [-2.4954, -0.3727, 1.7521], [-1.5617, 1.4640, 1.3900], [-2.8893, 2.2774, 0.5074], [-1.7904, 1.1151, -1.6255], [-0.4405, 1.9694, -0.8214], [1.6395, 1.7889, -1.1441], [3.7766, 1.4434, -0.0587], [4.5790, -0.7686, 0.6644], [3.0055, -2.6900, 0.6624], [0.7445, -2.4349, -0.0689], [-1.2397, -1.0518, -0.4471], [-3.3669, -1.9800, -0.5191]],
  "forces_ev_per_angstrom": [[-3.4719, -0.0234, 0.4489], [-0.3803, -0.3928, 0.7802], [0.3858, 0.2456, -0.6032], [-2.8419, -1.2420, -1.1056], [0.0057, 1.3970, -0.2048], [2.2238, 0.5052, -1.3296], [0.6915, -3.1296, -0.2995], [-1.5982, -0.1414, 0.3761], [-0.0431, -1.1083, 0.2296], [2.1347, -0.0266, 0.2984], [-1.4824, -0.4805, 2.1775], [0.9743, -0.4994, 1.0477], [-1.8283, 0.7069, -1.3996], [0.3426, 0.7050, 0.6117], [0.9467, -1.1823, -0.3099], [0.6284, 0.7320, 0.8215], [0.7892, 2.0212, 0.0223], [-0.5906, 0.2044, 0.9153], [1.3091, 1.2176, -0.3441], [-0.6434, 0.2898, -0.2120], [-0.4274, 1.0026, -0.7398], [0.3333, 1.6009, -0.8193], [0.5064, -4.0160, -0.5085], [2.0359, 1.6139, 0.1466]]
}

(6)
{
  "formula": "C11H11NO2",
  "method": "wB97M-V/def2-TZVPD",
  "e_lumo_ev": 0.20,
  "gap_ev": 9.0,
  "largest_force_ev_per_a": 7.524,
  "smiles": "C#COC(=O)NCCc1ccccc1",
  "charge": 0,
  "homo_energy_ev": -8.818,
  "molar_mass_da": 189.2,
  "symbols": ["C", "C", "O", "C", "O", "N", "C", "C", "C", "C", "C", "C", "C", "C", "H", "H", "H", "H", "H", "H", "H", "H", "H", "H", "H"],
  "xyz": [[-2.6897, 1.7346, 1.1440], [-2.1267, 2.7418, 0.4876], [-1.3053, 3.7259, -0.1882], [-0.3902, 2.9720, -1.0565], [-0.0421, 3.4017, -2.2153], [0.0787, 1.6454, -0.5070], [1.5111, 1.3919, -0.8794], [2.1952, 0.1648, -0.0445], [1.0274, -0.9500, 0.1887], [0.7616, -2.0247, -0.9556], [-0.4268, -3.0536, -0.6842], [-1.2312, -2.9624, 0.6697], [-0.9572, -1.8896, 1.8125], [0.2203, -0.8521, 1.5420], [-3.0754, 0.7797, 1.6725], [-0.5605, 0.9626, -0.9835], [1.5287, 1.0807, -1.9964], [2.2093, 2.3000, -0.7444], [3.0359, -0.3327, -0.6576], [2.6537, 0.5484, 0.9446], [1.3965, -2.0494, -1.9207], [-0.6410, -3.8149, -1.5388], [-2.1008, -3.7143, 0.8356], [-1.5639, -1.8003, 2.7910], [0.4925, -0.0054, 2.2839]],
  "forces_ev_per_angstrom": [[3.5529, 5.4036, -3.8450], [-1.9429, -4.9855, 3.5364], [-0.8875, -4.3424, -0.0028], [1.7208, 0.2664, -4.2718], [-1.9924, -1.4371, 6.5309], [-0.5081, 2.1876, -0.9278], [1.3692, -0.9574, -1.3393], [-1.5009, -0.6214, -0.0792], [-1.0285, -1.4232, 0.5216], [-2.7543, 0.1676, 4.2476], [1.4765, 3.0869, 2.1116], [1.6778, 1.7386, -0.3477], [2.8748, 0.4703, -3.9185], [-1.2122, -3.0421, -2.8201], [0.7295, 2.4561, -1.3007], [0.9180, 0.5002, 0.8757], [0.2753, 0.6492, 1.7299], [-1.6017, -1.1664, -0.2260], [-1.3397, 1.0182, 0.8475], [-0.9944, -0.7495, -1.5124], [-1.2187, 0.0694, 1.8759], [0.1566, 1.3888, 2.0454], [1.7612, 1.4700, -0.3468], [1.0509, -0.4444, -1.9507], [-0.5823, -1.7035, -1.4337]]
}

Repeat the first record exactly.
{
  "formula": "C11H11N3",
  "method": "wB97M-V/def2-TZVPD",
  "e_lumo_ev": -0.19,
  "gap_ev": 7.7,
  "largest_force_ev_per_a": 3.995,
  "smiles": "CC(C)=C1C=CC=C[C@H]1N1N=C1C#N",
  "charge": 0,
  "homo_energy_ev": -7.878,
  "molar_mass_da": 185.2,
  "symbols": ["C", "C", "C", "C", "C", "C", "C", "C", "C", "C", "C", "N", "N", "N", "H", "H", "H", "H", "H", "H", "H", "H", "H", "H", "H"],
  "xyz": [[0.1562, 4.0478, 0.9769], [1.9286, 1.2034, 2.1484], [0.7714, 0.6870, 2.5048], [2.3068, 0.9559, 0.8096], [-0.2891, 0.4482, 1.5411], [1.5348, 0.3557, -0.0622], [0.1593, 0.0908, 0.2126], [-0.6097, 2.8839, 0.9583], [-2.1871, -0.2669, -0.7206], [-0.1819, -0.9175, -2.0858], [-0.7046, -0.3240, -0.8026], [0.7179, 5.0220, 1.0903], [-1.1684, 2.2452, 0.0294], [-1.1643, 1.6801, 1.3874], [2.5965, 1.6751, 2.8038], [0.5756, 0.5608, 3.4969], [3.2850, 1.2376, 0.5345], [-1.1416, -0.2472, 1.7497], [1.9515, 0.1000, -1.0447], [-2.6631, 0.5982, -1.3225], [-2.6620, -1.1051, -1.0547], [-2.4504, 0.0211, 0.3088], [-0.7642, -1.7819, -2.3889], [-0.0004, -0.2520, -2.8988], [0.9203, -1.2012, -1.9286]],
  "forces_ev_per_angstrom": [[-0.8804, -1.5109, 0.8912], [-0.5714, -0.5954, -0.5313], [-0.3494, 0.3910, 0.2064], [1.3674, 1.1909, -0.3607], [-2.5836, -0.6262, -0.8968], [0.0071, -1.0430, -2.1221], [-0.6815, -1.4570, -3.0097], [-0.1150, -0.8263, -2.3731], [0.3163, 3.7861, 1.2349], [2.7921, -0.3638, 1.1133], [1.1349, 0.2524, 0.3951], [1.3291, 2.1330, 0.0308], [0.1705, 1.5247, -0.9515], [-0.9490, 0.0075, 3.0669], [0.8776, 0.1690, 1.0415], [-0.9365, 0.0547, 2.6646], [1.0636, 0.2023, -0.4252], [1.2467, 0.1362, 0.9004], [-0.2240, 0.2544, 0.4870], [1.1779, -1.1052, 0.6206], [-1.1833, -2.5289, -0.6759], [-0.4527, -0.5300, -0.3278], [-0.0060, 0.0069, -0.1104], [-0.8216, 0.8779, -0.7980], [-1.7289, -0.4003, -0.0703]]
}